# 1
{
  "formula": "C5H8O",
  "method": "the ωB97M-V functional and the def2-TZVPD basis",
  "species": ["O", "C", "C", "C", "C", "C", "H", "H", "H", "H", "H", "H", "H", "H"],
  "xyz": [[2.3662, 1.5282, -0.6541], [2.1175, 0.4323, -0.2137], [0.9558, 0.1105, 0.7003], [-0.1782, -0.1891, -0.2810], [-1.4325, -0.9519, 0.0193], [-1.4926, 0.5299, -0.2381], [2.6780, -0.4636, -0.5627], [1.2003, -0.7512, 1.3359], [0.7377, 0.9745, 1.3362], [0.1848, -0.3675, -1.2923], [-1.7763, -1.6236, -0.7619], [-1.6192, -1.3096, 1.0277], [-1.9037, 0.8985, -1.1729], [-1.6887, 1.1712, 0.6175]],
  "forces_ev_per_a": [[-0.018, -0.462, 0.364], [0.066, 0.253, -0.108], [0.010, 0.088, 0.006], [0.062, -0.029, -0.170], [-0.073, -0.196, 0.070], [-0.099, 0.180, -0.034], [0.068, 0.157, 0.001], [-0.056, 0.124, -0.196], [-0.042, -0.127, -0.130], [-0.073, 0.016, 0.106], [-0.027, 0.100, 0.164], [0.084, 0.130, -0.098], [-0.001, -0.120, 0.151], [0.099, -0.113, -0.127]],
  "homo_ha": -0.3583,
  "homo_lumo_gap_ev": 10.892,
  "smiles": "O=CCC1CC1",
  "charge": 0
}

# 2
{
  "formula": "C5H8O",
  "method": "the ωB97M-V functional and the def2-TZVPD basis",
  "species": ["O", "C", "C", "C", "C", "C", "H", "H", "H", "H", "H", "H", "H", "H"],
  "xyz": [[1.1975, 0.8369, 1.5360], [0.5610, 0.2962, 0.4286], [0.0310, -1.1329, 0.3718], [-1.2494, -0.5855, -0.3228], [-0.6668, 0.8249, -0.2652], [0.6851, 0.8632, -0.9469], [1.7672, 0.1477, 1.8976], [-0.1780, -1.5469, 1.3627], [0.6459, -1.8395, -0.1973], [-2.1307, -0.6974, 0.3144], [-1.4731, -0.9845, -1.3182], [-1.2234, 1.7358, -0.0688], [1.1378, 1.8507, -0.9806], [0.8959, 0.2312, -1.8114]],
  "forces_ev_per_a": [[0.145, -0.125, 0.107], [-0.109, -0.089, -0.153], [0.087, -0.105, 0.071], [-0.156, -0.057, -0.089], [-0.191, 0.146, 0.061], [0.149, 0.028, -0.081], [0.048, 0.183, -0.011], [0.007, 0.070, -0.130], [-0.094, 0.082, 0.099], [0.114, -0.003, -0.122], [0.043, 0.084, 0.110], [0.098, -0.144, -0.043], [-0.075, -0.144, 0.036], [-0.065, 0.074, 0.146]],
  "homo_ha": -0.3327,
  "homo_lumo_gap_ev": 10.032,
  "smiles": "O[C@@]12CC[C@@H]1C2",
  "charge": 0
}

# 3
{
  "formula": "C5H8O",
  "method": "the ωB97M-V functional and the def2-TZVPD basis",
  "species": ["C", "C", "C", "C", "C", "O", "H", "H", "H", "H", "H", "H", "H", "H"],
  "xyz": [[0.7941, -0.3823, -1.1220], [0.2497, -1.2950, -0.0057], [-0.4151, -0.0650, 0.5436], [-0.3248, 0.6340, -0.8910], [-0.3616, 0.8862, 1.6337], [-1.5071, 0.0405, 1.4091], [0.8867, -0.7927, -2.1204], [1.7460, 0.0552, -0.7980], [-0.5444, -1.9464, -0.3885], [0.9558, -1.8728, 0.5923], [-1.2498, 0.4696, -1.4458], [-0.0228, 1.6835, -1.1233], [0.0583, 0.8293, 2.6398], [-0.3931, 1.7484, 0.9649]],
  "forces_ev_per_a": [[0.298, -0.329, -0.408], [0.082, -0.196, 0.042], [0.081, 0.459, -1.022], [-0.212, -0.462, 0.017], [0.219, -0.050, -0.145], [-0.317, 0.413, -0.452], [0.158, -0.158, -0.109], [-0.121, -0.128, -0.211], [0.195, -0.027, 0.020], [-0.123, 0.109, 0.059], [0.119, -0.393, -0.184], [-0.320, -0.533, 0.985], [0.157, 0.031, -0.572], [-0.217, 1.265, 1.980]],
  "homo_ha": -0.3552,
  "homo_lumo_gap_ev": 10.753,
  "smiles": "C1CC2(C1)CO2",
  "charge": 0
}

| no. | DFT total energy (eV) |
| --- | --- |
| 1 | -7360.7516 |
| 2 | -7360.2892 |
| 3 | -7359.2101 |